1.
Below is 2 unconnected molecules or ions with the total composition C6H12S3, with properties calculated with ωB97M-V with the def2-TZVPD basis set.

Geometry as ORCA input:
```
! RIJCOSX wB97M-V def2-TZVPD def2/J DEFGRID3
* xyz 0 1
S -0.5298 -2.5576 1.7964
S -1.5472 2.2742 -2.7724
S 2.1427 -1.8442 0.8127
C 2.8947 -3.2417 1.8221
C -0.3243 3.5556 -2.8679
C 0.4979 -1.5961 0.9317
C -0.2488 2.0948 -0.3487
C -1.1693 1.6372 -1.1980
C -2.0950 -1.7530 1.4022
H 3.2034 -2.8903 2.7786
H 0.7621 3.1587 -3.0126
H 0.5378 2.7997 -0.5351
H -2.0339 -0.6952 1.3294
H -0.6192 4.2342 -3.6631
H -2.9181 -2.1952 1.8585
H -1.8535 0.8808 -0.9277
H -0.2748 3.9352 -1.8437
H -2.3275 -2.0205 0.4123
H -0.0596 1.6067 0.6438
H 2.1515 -4.0139 2.0156
H 3.8109 -3.3693 1.3661
*
```

Properties
LUMO energy   0.48 eV
Frontier orbital gap   8.58 eV

These are the natural (NBO) partial charges, in e, on atoms 1 to 2: 0.37 0.28

***

2.
Below is C6H12S3 in the gas phase, with properties calculated with ωB97M-V with the def2-TZVPD basis set.

Geometry as ORCA input:
```
! RIJCOSX wB97M-V def2-TZVPD def2/J DEFGRID3
* xyz 0 1
S -1.9873 -2.5808 -1.6214
S 0.4343 -1.3058 -0.1388
S -2.3369 -0.0054 -0.1654
C 1.6838 0.4286 2.5821
C -3.3613 -1.6336 -2.3061
C -1.2943 -1.3165 -0.4426
C -2.7032 -0.2999 1.5626
C 2.1346 0.3563 1.1164
C 0.9948 0.2135 0.2390
H 2.5952 0.5174 3.1738
H 0.4665 1.1169 -0.1363
H 2.8263 -0.5431 1.0569
H -3.5709 -1.9234 -3.3586
H 1.1461 1.3441 2.5555
H -3.1154 -0.5137 -2.2101
H -2.4601 -1.3388 1.7683
H -4.1940 -2.0099 -1.6108
H -3.8559 -0.1842 1.7054
H 1.0852 -0.4127 2.6496
H 2.8730 1.1303 0.7936
H -2.1676 0.3966 2.3513
*
```

Properties
LUMO energy (alpha / beta)   0.09 / -0.26 eV
Frontier orbital gap (alpha / beta)   7.21 / 6.79 eV

These are the natural (NBO) partial charges, in e, on atoms 1 to 2: 0.22 0.58

***

Which is the most stable structure? 1 is the most stable.

***

1.
Below is C2H2O2S2 in the gas phase, with properties calculated with ωB97M-V with the def2-TZVPD basis set.

Geometry as ORCA input:
```
! RIJCOSX wB97M-V def2-TZVPD def2/J DEFGRID3
* xyz 0 1
S 0.9245 1.2168 1.4989
S -0.9820 -1.1881 -1.5106
O -0.7471 1.3667 -0.6643
O 0.8606 -1.3915 0.6944
C 0.4934 -0.2439 0.5315
C -0.4738 0.1928 -0.5673
H -1.7771 -0.4679 -2.2810
H 1.6705 0.5133 2.4435
*
```

Properties
LUMO energy   -0.79 eV
Frontier orbital gap   9.31 eV
SMILES   O=C(S)C(=O)S

These are the natural (NBO) partial charges, in e, on atoms 1 to 2: 0.02 0.09

***

2.
Below is 2 unconnected molecules or ions with the total composition C2H2O2S2, with properties calculated with ωB97M-V with the def2-TZVPD basis set.

Geometry as ORCA input:
```
! RIJCOSX wB97M-V def2-TZVPD def2/J DEFGRID3
* xyz 0 1
S -2.3463 0.4433 -1.3555
S -2.3264 -0.9559 -0.1052
O 1.4929 -1.4952 -0.7541
O -1.3786 -0.6550 1.0299
C 1.2573 -0.4225 -0.3574
C 1.0962 0.7650 0.1974
H 1.3052 0.5485 1.3277
H 0.8996 1.7718 0.0172
*
```

Properties
LUMO energy   -2.07 eV
Frontier orbital gap   6.94 eV

These are the natural (NBO) partial charges, in e, on atoms 1 to 2: -0.22 1.02

***

Which is the most stable structure? 1 is the most stable.

***

1.
Below is 2 unconnected molecules or ions with the total composition C2H2O2S2, with properties calculated with ωB97M-V with the def2-TZVPD basis set.

Geometry as ORCA input:
```
! RIJCOSX wB97M-V def2-TZVPD def2/J DEFGRID3
* xyz 0 1
S -1.9284 -0.2719 -0.6573
S -2.6476 1.0554 0.4738
O 1.6108 -1.1817 0.3532
O -1.3099 -1.3418 0.1319
C 1.2893 0.0665 0.2580
C 1.1313 1.2039 -0.1685
H 1.0912 2.1557 -0.5662
H 0.7632 -1.6862 0.1752
*
```

Properties
LUMO energy   -2.17 eV
Frontier orbital gap   7.26 eV

These are the natural (NBO) partial charges, in e, on atoms 1 to 2: 1.07 -0.19

***

2.
Below is C2H2O2S2 in the gas phase, with properties calculated with ωB97M-V with the def2-TZVPD basis set.

Geometry as ORCA input:
```
! RIJCOSX wB97M-V def2-TZVPD def2/J DEFGRID3
* xyz 0 1
S 2.3171 0.1644 -0.0437
S -2.0770 0.4724 -0.0507
O 0.3461 1.9586 0.0575
O -0.1784 -1.3457 0.0372
C 0.6901 0.8340 -0.0656
C -0.4407 -0.1916 -0.0513
H 1.8468 -1.0984 0.0286
H -2.5040 -0.7936 0.0880
*
```

Properties
LUMO energy   -0.50 eV
Frontier orbital gap   9.60 eV
SMILES   O=C(S)C(=O)S

These are the natural (NBO) partial charges, in e, on atoms 1 to 2: 0.02 0.06

***

Which is the most stable structure? 2 is the most stable.